Record 1
{"formula": "C3H5CsNaO4", "method": "ωB97M-V with the def2-TZVPD basis set", "orbital_gap_ev": [2.74, 7.08], "e_homo_ev": [-3.588, -7.493], "spin_multiplicity": 2, "s_squared": 0.750, "charge": 0, "symbols": ["Cs", "C", "O", "H", "C", "H", "H", "O", "C", "H", "O", "H", "O", "Na"], "xyz": [[-3.808849, 1.531782, -1.626689], [0.454438, -0.293819, 0.695680], [0.489691, 2.561145, 0.913102], [1.419941, 0.050482, 0.289384], [1.433996, -2.466756, -0.515392], [0.622085, 0.031228, 1.736950], [0.525659, -2.891874, -0.988365], [-0.537446, 0.683243, 0.139865], [-0.375746, 1.977519, 0.314371], [-1.217371, 3.547952, -0.401297], [1.964340, -3.193396, 0.467410], [1.569750, -1.653757, -1.243017], [-1.312861, 2.587505, -0.439472], [-1.227626, -2.471253, 0.657470]], "forces_ev_per_angstrom": [[0.06, -0.29, 0.07], [0.38, 0.24, 0.19], [-0.45, 0.06, 0.07], [-0.16, -0.24, -0.32], [-0.03, -4.16, 3.58], [-0.45, -0.43, 0.12], [-0.38, -0.53, 0.49], [-0.52, 0.33, 0.01], [1.54, -1.06, -0.07], [0.38, -0.09, 0.32], [-1.78, 4.38, -5.11], [2.08, 0.40, 1.16], [-1.13, 0.81, -0.54], [0.46, 0.57, 0.04]], "mulliken_charge": [0.45, -1.02, -0.54, 0.21, -0.05, 0.18, 0.15, -0.22, 0.54, 0.29, -0.55, 0.30, -0.39, 0.67]}

---

Record 2
{"formula": "C3H5CuO4", "method": "ωB97M-V with the def2-TZVPD basis set", "orbital_gap_ev": [4.12, 5.37], "e_homo_ev": [-2.619, -3.979], "spin_multiplicity": 2, "s_squared": 0.760, "charge": -1, "symbols": ["O", "H", "C", "O", "H", "C", "O", "C", "O", "H", "Cu", "H", "H"], "xyz": [[-3.063774, 0.888867, 1.195871], [-1.430755, -0.903021, -0.239053], [2.156216, 0.102734, -1.031678], [1.242561, -0.457211, -0.179746], [-0.079857, 1.357025, -0.043906], [0.047396, 0.476457, 0.606453], [2.491035, 1.280744, -0.888078], [-1.157141, -0.381878, 0.685303], [2.327337, -0.646236, -2.047648], [-1.208646, -1.071981, 1.533342], [1.369209, -2.339782, -1.410354], [-3.152790, 0.923796, 0.238832], [0.459214, 0.770491, 1.580665]], "forces_ev_per_angstrom": [[0.54, -0.33, 0.00], [-0.25, 0.57, 0.03], [-1.97, 2.38, -0.05], [-0.67, -0.37, 1.30], [0.47, -0.60, 0.05], [-0.85, -0.67, -0.41], [0.53, -0.91, 0.06], [1.11, -0.20, 0.18], [1.01, -1.62, -0.70], [-0.07, 0.41, -0.08], [0.14, 1.54, 0.23], [-0.05, 0.05, -0.13], [0.06, -0.26, -0.48]], "mulliken_charge": [-0.79, 0.30, 0.78, -0.38, 0.22, 0.02, -0.65, -0.88, -0.71, 0.20, 0.47, 0.24, 0.19]}

---

Record 3
{"formula": "C3H5DyO3", "method": "ωB97M-V with the def2-TZVPD basis set", "orbital_gap_ev": [8.83, 7.73], "e_homo_ev": [-12.816, -13.061], "spin_multiplicity": 7, "s_squared": 12.027, "charge": 1, "symbols": ["H", "O", "H", "H", "H", "C", "C", "C", "O", "Dy", "H", "O"], "xyz": [[-1.392784, 2.928763, 0.564147], [-1.215578, -0.000052, 0.384588], [1.118370, -2.043200, -0.903593], [0.641806, -0.895049, 1.156869], [0.251397, -0.722088, -1.734412], [-0.724398, 1.190160, 0.374412], [-0.321830, -1.151794, 0.343070], [0.705587, -1.024557, -0.771870], [1.691029, -0.245412, -0.120134], [1.958750, 1.930739, 0.134789], [-0.984281, -2.003537, 0.151167], [-1.728065, 2.036023, 0.420967]], "forces_ev_per_angstrom": [[-0.17, -0.01, -0.17], [0.08, 0.63, -0.12], [-0.18, 0.36, -0.21], [-3.67, -1.90, -0.89], [0.57, 0.49, 0.31], [0.20, -0.08, 0.24], [2.68, 0.99, 0.37], [-0.08, -1.07, 1.01], [1.33, 3.01, -1.62], [-0.71, -2.62, -0.20], [0.26, 0.07, 1.14], [-0.29, 0.13, 0.13]], "mulliken_charge": [0.37, -0.30, 0.33, 0.27, 0.26, 0.05, -0.36, -0.37, -0.87, 1.61, 0.35, -0.34]}

---

Energy relative to the best compared isomer or geometry (same formula, charge and spin): 0.00 336.39 284.13 (kJ/mol)